(1)
C22H25N6O | ωB97M-V/def2-TZVPD

The calculation puts the molar mass at 389.48 g mol⁻¹. As for the charge: +1. The HOMO-LUMO gap is 7.5 eV. The value obtained for the highest occupied orbital energy is -10.84 eV. The value obtained for the total energy is -34201.2078 eV.

Atoms and positions in Å:
C  -4.2242  -3.0992  1.5396
H  -5.2649  -2.8267  1.7420
O  -3.5299  -2.0771  0.8618
C  -4.0145  -1.7992  -0.4368
C  -5.2741  -0.9054  -0.4822
N  -5.0970  0.5239  -0.3594
C  -4.2932  1.1568  -1.3819
C  -2.8627  1.3186  -0.9950
N  -1.8730  1.5970  -1.8036
C  -0.7764  1.7116  -1.0072
C  0.5393  2.0168  -1.3307
C  1.4379  2.0715  -0.2854
C  1.0866  1.8341  1.0445
C  -0.2182  1.5302  1.3792
C  -1.1446  1.4772  0.3500
N  -2.4860  1.2426  0.3141
C  -3.3621  0.8937  1.4053
C  -4.8210  1.0708  0.9459
H  -5.0554  2.1399  0.9014
H  -5.4844  0.6059  1.6759
H  -3.1783  -0.1493  1.6845
H  -3.1491  1.5394  2.2615
H  -0.4969  1.3489  2.4042
H  1.8433  1.8954  1.8109
N  2.8479  2.4121  -0.5777
H  3.1144  3.2663  -0.0617
H  2.9405  2.5831  -1.5868
C  3.8160  1.4038  -0.1118
N  4.5250  1.8303  0.8892
N  5.4372  1.0721  1.4477
C  5.6740  -0.1358  0.9982
C  4.9477  -0.6887  -0.1051
C  5.1725  -1.9756  -0.6264
C  4.4270  -2.4309  -1.6825
C  3.4293  -1.6296  -2.2556
C  3.1824  -0.3697  -1.7777
C  3.9385  0.1238  -0.6988
H  2.4037  0.2324  -2.2192
H  2.8527  -2.0127  -3.0831
H  4.6036  -3.4177  -2.0813
H  5.9353  -2.5989  -0.1892
C  6.7407  -0.8945  1.7004
H  7.1397  -0.2826  2.5038
H  7.5442  -1.1482  1.0109
H  6.3433  -1.8192  2.1152
H  0.8145  2.2187  -2.3543
H  -4.7002  2.1614  -1.5693
H  -4.3621  0.6041  -2.3197
H  -5.7689  -1.0787  -1.4423
H  -5.9642  -1.2145  0.3057
H  -3.1889  -1.3073  -0.9606
H  -4.2352  -2.7422  -0.9540
H  -4.2080  -4.0308  0.9639
H  -3.7038  -3.2478  2.4836

(2)
C22H25N7O2S | ωB97M-V/def2-TZVPD

The energy relative to the best compared isomer or geometry (same formula, charge and spin) comes out at 21.675 eV. The calculation puts the molar mass at 451.56 g mol⁻¹. The HOMO-LUMO gap is 8.5 eV. The value obtained for the highest occupied orbital energy is -7.95 eV. The value obtained for the total energy is -48560.9476 eV.

Atoms and positions in Å:
C  0.7334  3.5019  0.4121
C  1.5745  3.0580  -0.9355
N  2.3556  1.9508  -0.7178
C  1.6862  0.6278  -1.0084
N  0.4799  0.2796  -1.6575
N  0.2419  -0.9653  -1.5642
C  1.2696  -1.6050  -1.0047
N  2.2599  -0.5177  -0.8863
C  3.4911  -0.5124  -0.3133
C  4.1285  0.6462  0.0978
C  3.3853  2.1733  -0.0810
O  3.8207  3.1499  0.0740
S  5.6909  0.3533  0.6637
C  5.6141  -1.0793  0.6330
C  4.4138  -1.6239  -0.0709
H  4.1532  -2.6758  -0.0122
H  6.4640  -1.9291  0.9517
C  1.4578  -3.0062  -0.9943
H  1.8338  -3.2518  -2.1277
H  2.2739  -3.1595  -0.2747
C  0.1435  -3.5738  -0.6548
H  0.1360  -4.5608  -0.4995
H  -0.6326  -3.0997  -1.1353
C  -0.1213  -3.1652  1.0805
C  -0.2740  -1.5579  0.9193
O  0.7312  -1.0054  1.5539
N  -1.5058  -1.4232  0.9963
C  -2.6130  -1.7414  0.3635
H  -2.4987  -2.9704  0.2566
C  -3.0329  -1.1712  -0.7949
N  -3.4012  0.3373  -0.5615
C  -4.7363  0.4806  -0.2910
N  -5.5605  -0.4379  -0.3371
C  -6.8918  -0.3789  -0.1383
C  -7.3994  0.8866  0.3474
C  -6.4121  2.1853  0.5846
C  -5.0904  1.7774  0.1227
H  -4.4134  2.5931  0.7036
H  -6.8072  2.9921  0.9164
H  -8.5343  1.2160  0.6293
H  -7.4429  -1.1727  -0.1386
C  -2.4110  0.9771  0.2989
C  -1.8878  0.1088  1.3396
H  -0.9204  0.4500  1.7280
H  -2.6737  0.2488  2.0105
H  -2.3588  1.8674  0.3113
H  -1.3903  0.8001  -0.6459
H  -3.8021  -1.7502  -1.2875
H  -2.1975  -1.0035  -1.6669
H  -3.6169  -1.8230  1.1557
H  0.8497  -3.4474  1.4409
H  -0.8815  -3.7398  1.2400
H  0.9089  2.9072  -1.8375
H  2.1927  3.7605  -1.1399
H  0.1539  2.6324  0.7933
H  1.4394  3.8465  1.3179
H  0.0540  4.3165  0.0444

(3)
C22H25N7OPdS2 | ωB97M-V/def2-TZVPD

The energy relative to the best compared isomer or geometry (same formula, charge and spin) comes out at 0.036 eV. The calculation puts the molar mass at 574.04 g mol⁻¹. As for the charge: +2. The HOMO-LUMO gap (spin up / spin down) is 8.4 / 6.4 eV. Its spin multiplicity is 3. The value obtained for the highest occupied orbital energy (spin up / spin down) is -13.88 / -13.88 eV. The value obtained for the total energy is -60833.4711 eV.

Atoms and positions in Å:
Pd  -0.3238  -0.0161  0.3205
N  1.6327  -3.5880  -0.4772
C  2.8363  -2.8896  -0.4734
C  4.1529  -3.3137  -0.6117
C  5.1163  -2.3277  -0.5619
C  4.7844  -0.9726  -0.3880
C  3.4768  -0.5559  -0.2571
C  2.4978  -1.5464  -0.3003
N  1.1131  -1.4607  -0.2170
C  0.6458  -2.6916  -0.3151
C  -0.7881  -2.9271  -0.2007
C  -1.5132  -4.0707  -0.3058
S  -3.1644  -3.7401  -0.0310
C  -2.8065  -2.0994  0.1814
N  -1.5406  -1.8014  0.0739
H  1.5222  -4.5839  -0.5762
H  4.4141  -4.3530  -0.7530
H  6.1569  -2.6017  -0.6645
H  5.5805  -0.2415  -0.3647
H  3.2161  0.4866  -0.1360
H  -1.1725  -5.0698  -0.5218
H  -3.5677  -1.3682  0.4074
C  -0.4428  1.5645  6.2424
C  -0.0165  0.1845  6.7335
C  -1.2132  -0.7376  6.9308
C  1.0491  -0.4339  5.8303
N  0.5727  -0.6327  4.4503
C  0.5868  0.1950  3.4098
N  -0.0116  -0.4154  2.4095
N  -0.3585  -1.6436  2.8500
N  -0.0175  -1.7735  4.0684
H  -1.0944  2.0421  6.9723
H  -1.0110  1.4931  5.3089
H  0.4118  2.2263  6.0836
H  0.4902  0.3079  7.6953
H  -1.7514  -0.9018  5.9945
H  -1.9143  -0.2965  7.6378
H  -0.9140  -1.7118  7.3172
H  1.3593  -1.4201  6.1710
H  1.9320  0.2007  5.7559
H  1.0160  1.1820  3.4132
C  0.2704  4.2706  -0.3528
S  0.2176  3.0230  0.9200
O  0.8925  1.7971  0.2743
C  -1.4999  2.5654  0.9349
C  -2.2155  2.7181  2.1160
C  -3.5333  2.2844  2.1651
C  -4.1169  1.6946  1.0512
C  -3.3947  1.5388  -0.1270
C  -2.0768  1.9752  -0.1942
H  -0.1260  3.8684  -1.2825
H  1.3178  4.5439  -0.4676
H  -0.3036  5.1342  -0.0177
H  -1.7523  3.1771  2.9807
H  -4.1068  2.4110  3.0733
H  -5.1493  1.3739  1.0975
H  -3.8625  1.1118  -1.0046
H  -1.5326  1.9323  -1.1345

(4)
C22H25NO3 | ωB97M-V/def2-TZVPD

The energy relative to the best compared isomer or geometry (same formula, charge and spin) comes out at 1.387 eV. The calculation puts the molar mass at 351.45 g mol⁻¹. The HOMO-LUMO gap is 8.5 eV. The value obtained for the highest occupied orbital energy is -8.11 eV. The value obtained for the total energy is -30853.0733 eV.

Atoms and positions in Å:
C  0.7682  6.8182  -0.4670
O  0.6008  5.7593  -1.3715
C  0.9929  4.5148  -0.8350
C  0.7738  3.4439  -1.8974
C  1.1595  2.0757  -1.3593
O  1.5599  1.9232  -0.2200
N  1.0694  1.0365  -2.2251
C  0.4531  1.0490  -3.5318
H  0.3332  2.0680  -3.8931
C  -0.8990  0.3332  -3.4728
C  -0.7160  -1.0900  -2.9538
H  -0.1194  -1.6735  -3.6581
H  -1.6869  -1.5804  -2.8552
C  0.0009  -1.0770  -1.6024
C  0.3767  -2.4805  -1.1470
O  0.7879  -3.3089  -1.9271
C  0.3464  -2.6945  0.3187
C  1.5078  -3.1378  0.9212
C  1.6464  -3.2781  2.3116
C  0.5743  -2.9793  3.1068
C  -0.6264  -2.5735  2.5006
C  -0.7991  -2.4239  1.1163
C  -2.1027  -2.0855  0.6929
C  -3.0980  -1.8775  1.6148
C  -2.8881  -1.9970  3.0018
C  -1.6455  -2.3557  3.4432
C  -1.0961  -2.6040  4.8195
H  -1.6590  -3.3903  5.3256
H  -1.1701  -1.7034  5.4318
C  0.3801  -3.0170  4.5952
H  1.0678  -2.3287  5.0899
H  0.5806  -4.0160  4.9863
H  -3.7057  -1.8195  3.6847
H  -4.0882  -1.6178  1.2682
H  -2.3271  -2.0126  -0.3606
H  2.5870  -3.6119  2.7234
H  2.3541  -3.3615  0.2877
H  -0.6028  -0.5714  -0.8457
C  1.3260  -0.3020  -1.7431
H  1.8267  -0.2212  -0.7764
H  1.9781  -0.8216  -2.4528
H  -1.3479  0.3170  -4.4667
H  -1.5657  0.8840  -2.8051
H  1.1155  0.5142  -4.2228
H  1.3771  3.6892  -2.7731
H  -0.2781  3.4530  -2.1884
H  2.0517  4.5383  -0.5391
H  0.4022  4.2781  0.0620
H  0.4412  7.7212  -0.9788
H  1.8189  6.9256  -0.1694
H  0.1636  6.6695  0.4367